[1]
Formula: C13H40N8O7
Source: the Open Molecules 2025 dataset
Level of theory: the ωB97M-V functional and the def2-TZVPD basis

```
68
Properties=species:S:1:pos:R:3:forces:R:3:nbo_charge:R:1
O 0.8266 -0.4242 -2.7991 -1.026 -0.113 1.958 -0.73
O -3.8452 -1.9984 -3.2191 -0.141 -0.324 -1.047 -0.73
O 4.0600 2.2425 2.7253 0.524 0.377 -1.841 -0.65
O -2.3200 2.4591 -0.4258 1.625 -0.658 -2.821 -0.70
O -4.1424 -0.8532 1.6904 -0.090 -1.846 -1.893 -0.70
O 1.7395 0.4420 0.2155 0.530 0.674 0.223 -0.74
O 5.3518 -2.9591 1.0771 2.100 -0.667 -0.601 -0.67
N 3.0458 2.6412 4.6964 -2.233 2.454 0.836 -0.85
N -0.8011 2.8181 -2.1630 2.346 1.834 -0.223 -0.81
N 3.3919 -2.4349 0.2171 -5.000 0.442 -5.531 -0.81
N -3.2183 1.1536 1.9777 1.359 1.756 -0.771 -0.84
N 4.2466 0.9059 4.4853 2.914 -5.214 0.853 -0.83
N -2.2845 1.2865 -2.4394 -1.520 -0.950 1.235 -0.85
N 3.9270 -1.6550 2.1157 -0.198 2.381 2.965 -0.84
N -4.6665 0.3030 3.4305 -2.729 1.452 4.803 -0.81
C -2.7449 -2.1240 -1.1866 0.505 -1.603 1.593 -0.64
C 3.7862 1.9105 3.8422 -1.726 3.271 0.481 0.76
C 2.3517 1.2984 -3.3632 0.069 0.693 0.396 -0.63
C -4.0733 -2.2097 -1.8147 -0.683 1.863 -1.727 0.09
C 0.8614 0.5436 2.4876 0.931 0.455 -0.950 -0.64
C 2.1802 -0.1394 -3.0422 0.516 -1.086 -1.829 0.08
C 4.3369 -2.3070 1.0441 3.119 -2.334 2.777 0.74
C -1.7932 2.2092 -1.5536 -2.425 -0.195 1.541 0.78
C 2.4924 -1.0307 -4.2514 0.386 0.457 0.647 -0.61
C -4.0461 0.1761 2.3068 0.954 -1.211 -1.189 0.75
C 0.5586 0.5229 0.9928 -1.081 -2.668 0.842 0.10
C -0.2398 -0.7805 0.7147 -0.500 1.378 0.569 -0.65
C -5.0153 -1.0824 -1.3787 -0.885 -0.761 0.347 -0.62
H -3.1945 2.0238 2.4899 -0.057 -0.174 -0.293 0.38
H -0.3867 3.6767 -1.8297 -0.047 -0.336 0.018 0.42
H 1.3144 -0.3781 2.8525 0.013 -0.136 -0.103 0.20
H 3.3540 1.4740 -3.7540 -0.119 0.330 0.032 0.23
H 1.4322 0.3431 -0.6886 -0.019 -0.057 -0.305 0.48
H 2.7465 -1.6594 0.2624 -0.578 -0.230 -0.412 0.39
H 4.6319 -1.6112 2.8378 -0.292 0.383 -0.135 0.39
H -5.3919 -1.3301 -0.3863 -0.040 0.384 0.091 0.24
H 2.6729 2.2817 5.5635 0.322 0.038 -0.279 0.38
H 3.2654 -0.9028 1.9871 0.224 0.163 0.467 0.39
H 1.5873 1.5807 -4.0871 0.163 0.070 -0.456 0.18
H -0.6262 -0.8039 -0.3042 0.106 -0.219 0.122 0.21
H -2.8250 -2.2768 -0.1103 -0.018 0.885 0.248 0.25
H -2.2657 -1.1875 -1.4718 0.084 -0.116 0.351 0.19
H -4.7298 1.2004 3.8896 0.070 -0.169 -0.079 0.37
H -4.6464 -0.0568 -1.3800 0.660 -0.170 0.258 0.18
H -4.5944 -3.1670 -1.8067 0.193 -0.042 0.566 0.19
H -2.9259 1.1801 1.0113 0.149 0.309 0.037 0.44
H -1.7959 0.9656 -3.2631 -0.285 0.065 0.422 0.38
H 2.3532 -2.0554 -3.9070 -0.048 -0.061 -0.477 0.22
H 3.4439 -2.8753 -0.6904 0.568 0.002 0.363 0.40
H 0.3283 -1.6738 0.9744 0.300 0.097 -0.272 0.21
H 3.8020 0.4705 5.2808 0.340 0.156 -0.305 0.40
H 4.9180 0.4141 3.9131 -0.118 -0.650 0.521 0.40
H -0.0578 0.7203 3.0463 0.190 0.285 0.004 0.22
H -5.8524 -1.0140 -2.0734 -0.135 -0.391 -0.028 0.21
H -3.0246 0.7394 -2.0235 0.084 -0.311 -0.564 0.41
H 3.4967 -0.8854 -4.6492 -0.039 -0.070 -0.078 0.21
H -0.0479 1.4158 0.8411 0.062 0.112 -0.727 0.17
H 1.5993 1.3453 2.5173 -0.079 0.202 0.976 0.23
H 0.2916 -0.1035 -3.5288 0.199 -0.021 -0.175 0.45
H -0.5780 2.4688 -3.0840 0.283 0.683 0.339 0.38
H 1.7354 -0.7217 -4.9722 0.192 -0.456 -0.487 0.19
H 2.1439 1.9035 -2.4807 0.316 0.164 0.069 0.22
H -2.1251 -2.9868 -1.4305 0.221 0.152 -0.721 0.22
H -5.3616 -0.3583 3.7462 0.383 -0.095 -0.487 0.41
H 2.6768 3.5389 4.4172 0.015 -0.377 -0.213 0.40
H -3.0926 -1.4096 -3.3114 0.027 -0.059 -0.019 0.44
H -1.0552 -0.7407 1.4369 -0.509 -0.272 -0.322 0.22
H 2.8172 -0.4585 -2.2173 -0.421 0.076 0.414 0.19
```
Forces are in eV/Å.

* energy relative to the best compared isomer or geometry (same formula, charge and spin): 298.3 kJ/mol
* F_max: 7.469 eV Å⁻¹
* SMILES: NC(N)=O.NC(N)=O.NC(N)=O.NC(N)=O.CC(C)O.CC(C)O.CC(C)O

***

[2]
Formula: C13H40O14S2
Source: the Open Molecules 2025 dataset
Level of theory: the ωB97M-V functional and the def2-TZVPD basis

```
69
Properties=species:S:1:pos:R:3:forces:R:3:nbo_charge:R:1
S 1.5299 0.1501 2.8815 -1.980 2.888 4.903 1.81
S 2.9853 -0.9672 -0.3002 0.251 -0.935 1.347 1.70
O 0.0453 0.1224 3.2018 3.333 -0.534 -1.736 -0.93
O 3.2407 -1.9290 0.8261 -0.776 1.651 -2.507 -0.92
O -2.8439 4.4763 6.1328 0.198 0.024 -0.036 -0.74
O -0.9650 -4.7062 -2.6191 -1.535 -0.044 1.224 -0.57
O -2.6297 6.4237 3.5522 -0.248 -0.182 0.044 -0.75
O 1.6020 -4.3005 -6.8776 0.156 -0.090 0.028 -0.74
O -1.8910 -2.9780 -1.4222 -0.713 -3.892 -1.750 -0.54
O -0.1944 2.8142 2.3027 0.038 -0.061 0.037 -0.77
O 1.6049 -7.3193 -6.6867 -0.183 -0.133 0.112 -0.74
O 2.2596 1.0267 3.8811 -0.949 -2.256 -3.129 -0.92
O 2.5040 -1.7628 -1.7086 0.323 -0.060 2.201 -0.68
O 1.5478 -0.1468 0.1502 0.815 -0.245 0.014 -0.68
O 0.4528 7.9880 5.8476 0.001 -0.070 -0.022 -0.73
O -2.0069 -1.1779 -4.3170 0.074 -0.202 -0.155 -0.73
C -1.1111 3.7829 2.7900 0.093 -0.165 -0.037 -0.24
C 2.8866 -7.4701 -6.1000 -0.265 0.271 -0.124 -0.24
C 2.5355 -3.2062 -1.5141 -1.365 -1.991 -0.674 -0.10
C -4.1643 4.8258 6.5140 0.243 0.103 -0.263 -0.24
C -0.0503 -5.3589 -1.7004 0.893 -1.375 1.124 -0.09
C 1.4589 -5.4310 -2.2275 0.450 1.054 0.333 -0.43
C 1.9901 -4.0124 -2.8170 0.567 0.019 0.491 -0.43
C 1.8345 0.8290 1.1692 0.003 0.498 -0.770 -0.33
C 0.8504 8.7581 6.9730 -0.020 -0.272 0.051 -0.25
C -2.0569 -4.1011 -1.9452 1.121 3.527 1.254 0.63
C -2.8966 -0.1897 -3.8197 0.040 -0.233 0.175 -0.25
C 0.2881 -3.9297 -6.4749 -0.007 0.284 -0.182 -0.26
C -1.4879 7.2723 3.6030 -0.186 0.209 -0.133 -0.25
H -0.6701 6.7341 4.0787 -0.165 0.017 -0.098 0.19
H 2.8922 1.2506 1.1141 -1.165 -0.780 0.293 0.23
H 0.9917 9.7922 6.6586 -0.036 -0.129 -0.065 0.18
H 2.0053 -1.1420 3.0656 -0.136 0.661 -0.924 0.08
H 3.2165 -8.5004 -6.2364 -0.099 0.069 -0.013 0.18
H 2.8784 -4.1742 -3.5314 -1.491 0.177 0.999 0.22
H 1.3372 -6.4001 -6.5521 0.208 -0.072 -0.269 0.48
H -3.1098 -4.5633 -1.8962 1.772 0.015 -0.525 0.16
H -1.0596 4.6672 2.1548 0.018 -0.117 0.035 0.18
H -0.4152 -4.1253 -7.2881 -0.164 0.049 0.142 0.17
H 2.1085 -5.6128 -1.2899 -1.074 -0.007 -1.337 0.22
H -2.0970 -1.9530 -3.7487 0.158 0.223 -0.054 0.47
H -3.9229 -0.5645 -3.8558 -0.091 0.212 0.067 0.16
H -1.7198 8.1655 4.1862 0.273 0.003 -0.002 0.18
H 0.0062 -4.5224 -5.6036 0.094 0.022 -0.053 0.18
H -2.8163 0.7010 -4.4432 0.056 -0.136 -0.003 0.18
H -4.4442 4.2394 7.3895 0.098 0.013 -0.079 0.18
H 1.8262 -3.7635 -7.6471 0.060 -0.216 0.142 0.47
H 0.3348 7.0793 6.1523 0.009 0.171 -0.101 0.47
H 1.8020 -3.4898 -0.6720 1.444 0.583 -1.060 0.20
H -0.0981 -4.8541 -0.6663 0.163 -0.489 -1.670 0.19
H -4.8554 4.6060 5.6960 -0.193 0.065 0.121 0.16
H 3.5969 -6.7961 -6.5861 0.173 -0.054 0.147 0.16
H 1.7910 8.3705 7.3723 0.009 0.180 0.151 0.16
H -0.8461 4.0577 3.8141 -0.160 0.119 0.016 0.16
H 1.1015 1.7112 1.0579 0.877 -1.454 0.474 0.31
H 2.8328 -7.2469 -5.0307 0.256 -0.050 0.065 0.15
H 0.2706 -2.8693 -6.2123 -0.247 -0.049 0.093 0.18
H -0.3817 -6.4533 -1.5365 0.310 1.653 -0.280 0.19
H -2.6287 0.0640 -2.7910 -0.158 0.143 0.004 0.17
H 3.5926 -3.5889 -1.3171 -1.456 0.725 0.037 0.20
H 0.0743 8.7171 7.7415 0.115 0.149 0.126 0.16
H -2.6213 5.0097 5.3559 -0.118 -0.097 0.047 0.48
H -0.2602 2.0383 2.8845 -0.056 0.085 -0.189 0.49
H -2.1251 3.3771 2.7626 -0.071 0.211 0.095 0.17
H -3.3372 6.9235 3.1276 0.067 -0.222 0.127 0.47
H 1.1771 -3.4357 -3.3708 1.044 -0.790 0.887 0.24
H -4.2079 5.8896 6.7628 -0.240 -0.002 0.062 0.16
H -1.1935 7.5542 2.5887 0.175 0.064 0.069 0.16
H 1.6724 -6.3072 -2.9216 -0.633 1.267 0.701 0.23
```
Forces are in eV/Å.

* F_max: 6.025 eV Å⁻¹

***

[3]
Formula: C13H40O8P3Si
Source: the Open Molecules 2025 dataset
Level of theory: the ωB97M-V functional and the def2-TZVPD basis

```
65
Properties=species:S:1:pos:R:3:forces:R:3:nbo_charge:R:1
P -0.5007 -0.6538 -0.8583 -0.231 -0.169 -0.335 0.35
P -2.9897 -4.7118 -5.2319 -0.002 -0.066 -0.020 2.57
P 4.4630 3.9370 4.2655 0.031 -0.113 -0.023 2.57
Si 0.7463 -0.0456 1.0431 0.016 0.057 0.090 1.25
O 5.9552 4.1230 3.7670 -0.028 0.156 -0.032 -0.82
O -4.5356 -4.4378 -5.5318 -0.065 -0.068 0.063 -0.83
O 4.1555 5.2339 5.1374 0.192 -0.021 0.138 -0.82
O 4.6485 2.8467 5.3868 -0.057 0.039 0.093 -0.81
O -2.9319 -6.2884 -5.3893 -0.079 0.006 -0.002 -0.80
O -2.0804 -3.9456 -6.0851 0.030 0.079 -0.005 -1.11
O -2.8344 -4.5581 -3.6838 0.089 0.039 0.025 -0.84
O 3.4913 3.6646 3.2105 -0.052 0.098 -0.053 -1.09
C 6.2219 4.1104 2.3531 0.026 -0.091 0.013 -0.25
C -3.9720 -0.7589 -0.3516 -0.025 -0.022 -0.054 -0.61
C -3.0026 0.2720 0.2465 0.032 -0.017 0.087 -0.42
C 1.7800 -1.5813 1.4874 -0.070 -0.052 0.014 -1.11
C 4.2422 6.5109 4.5086 -0.154 0.030 -0.092 -0.26
C -0.1790 0.3464 2.6684 0.009 0.012 0.040 -1.11
C -5.0794 -3.1857 -5.1077 0.042 0.059 -0.083 -0.26
C -2.1091 -3.4370 -3.0940 -0.060 -0.014 0.147 -0.25
C -3.1873 -6.8387 -6.6825 0.063 -0.004 -0.007 -0.26
C -1.8873 0.6962 -0.7012 -0.066 -0.013 -0.049 -0.51
C 2.0073 1.3536 0.8187 0.017 -0.008 0.110 -1.12
C -1.3353 2.0767 -0.3702 0.120 -0.043 0.078 -0.62
C 3.4829 2.4281 6.1173 -0.004 -0.074 -0.062 -0.26
H -0.5658 -0.5795 3.1048 -0.043 0.030 -0.026 0.22
H 3.7403 7.2206 5.1609 0.031 0.011 0.009 0.19
H 1.7876 -1.7623 2.5669 0.048 0.019 -0.012 0.21
H 5.2872 6.7967 4.3838 0.007 -0.006 0.003 0.18
H -2.2786 -2.5154 -3.6410 -0.036 -0.041 -0.075 0.20
H -2.2953 0.7238 -1.7209 0.062 -0.004 -0.038 0.18
H 2.7265 2.0461 5.4327 -0.004 0.012 -0.005 0.21
H 2.8150 -1.4844 1.1495 -0.018 -0.018 -0.025 0.22
H -3.0373 -7.9119 -6.5973 -0.002 0.000 -0.012 0.19
H -1.2377 2.2337 0.7087 0.016 -0.013 -0.042 0.19
H 0.5333 -1.6990 -1.0576 -0.006 0.072 0.065 -0.16
H -1.2558 -1.6227 0.0391 0.093 0.046 -0.021 -0.22
H -1.9794 2.8756 -0.7530 -0.021 0.004 0.014 0.19
H 7.1734 4.6184 2.2193 0.005 -0.012 -0.011 0.18
H 3.8103 1.6374 6.7856 -0.009 0.001 0.004 0.19
H -0.3444 2.2063 -0.8194 -0.032 0.023 0.006 0.22
H 5.4356 4.6195 1.7999 -0.009 0.004 0.016 0.20
H -5.2382 -3.1925 -4.0292 0.000 0.000 0.005 0.19
H -3.8691 -0.7966 -1.4397 -0.045 0.026 0.026 0.20
H 3.0813 3.2608 6.6945 0.005 0.001 0.005 0.18
H 2.5622 1.2278 -0.1156 -0.020 0.021 0.005 0.22
H -3.5601 1.1548 0.5878 -0.020 -0.015 -0.034 0.18
H -2.4943 -6.4258 -7.4162 -0.005 0.008 -0.001 0.19
H -4.2138 -6.6334 -6.9882 -0.003 -0.005 0.003 0.18
H -4.4170 -2.3599 -5.3742 0.001 -0.011 -0.016 0.19
H 1.5386 2.3403 0.8138 0.001 -0.026 -0.056 0.23
H 3.7400 6.5038 3.5391 0.000 -0.019 0.012 0.19
H 1.3481 -2.4592 0.9971 0.018 -0.022 0.021 0.23
H -6.0284 -3.0622 -5.6233 -0.016 0.002 0.031 0.19
H -1.2255 -1.2102 -2.0517 0.075 0.040 0.026 -0.23
H 0.2492 0.2837 -1.7517 -0.046 -0.020 0.051 -0.20
H -3.7697 -1.7642 0.0191 0.043 -0.011 -0.012 0.21
H -2.5395 -0.1657 1.1403 -0.037 0.080 0.030 0.21
H 2.7176 1.3423 1.6514 0.067 0.046 -0.041 0.22
H -1.0171 1.0352 2.5436 0.043 -0.012 0.017 0.22
H -1.0441 -3.6476 -3.0633 -0.007 -0.045 -0.049 0.20
H 0.5175 0.7898 3.3892 -0.003 -0.013 0.023 0.21
H 6.2896 3.0838 1.9985 0.011 -0.003 0.002 0.20
H -5.0148 -0.5223 -0.1207 0.020 -0.022 0.007 0.19
H -2.4969 -3.3418 -2.0850 0.063 0.075 0.015 0.21
```
Forces are in eV/Å.

* F_max: 0.440 eV Å⁻¹
* total charge: -1

***

| no. | HOMO-LUMO gap (eV) | highest occupied orbital energy (eV) | E_tot (eV) |
| --- | --- | --- | --- |
| 1 | 9.24 | -9.30 | -40384.400 |
| 2 | 10.20 | -9.90 | -64456.852 |
| 3 | 4.92 | -2.62 | -66256.841 |